Entry from the Open Molecules 2025 dataset: a single C5H13NO3Si molecule in a non-equilibrium geometry (ωB97M-V with the def2-TZVPD basis set).

Summary:
<S²>: 2.006
Energy relative to the best compared isomer or geometry (same formula, charge and spin), eV: 0.000
Charge: 0
Highest occupied orbital energy (spin up / spin down), eV: -4.870 / -10.475
Multiplicity: 3

Element x y z (Å)
C  -1.930  -0.040  0.139
C  -3.414  -0.308  -0.139
C  0.674  -2.053  -1.383
C  2.372  2.144  -1.177
C  0.795  0.305  2.620
N  -1.008  0.293  -0.626
O  1.343  -0.876  -1.176
O  1.629  1.566  -0.139
O  0.990  -0.312  1.374
Si  0.780  0.195  -0.124
H  -1.695  -0.253  1.189
H  -4.092  0.437  0.229
H  -3.457  -1.307  0.194
H  -3.580  -0.418  -1.213
H  0.027  -2.369  -0.596
H  1.393  -2.828  -1.248
H  0.011  -2.082  -2.242
H  3.304  1.583  -1.344
H  2.390  3.215  -1.136
H  1.704  1.914  -2.029
H  -0.257  0.562  2.684
H  1.310  1.177  2.861
H  0.708  -0.545  3.282

=====

Entry from the Open Molecules 2025 dataset: a molecular structure, C36H57CrN2O3S2 in a non-equilibrium geometry (ωB97M-V with the def2-TZVPD basis set).

Summary:
Charge: +3
Highest occupied orbital energy (spin up / spin down), eV: -16.010 / -16.008

Element x y z (Å)
Cr  0.088  -0.036  -0.067
C  -1.072  0.030  -2.734
N  -1.174  -0.779  -1.518
C  -2.596  -0.836  -1.163
C  -0.654  -2.142  -1.734
C  -0.406  -2.885  -0.406
N  -0.032  -1.962  0.702
C  1.297  -2.283  1.254
C  2.408  -2.326  0.238
C  3.373  -3.296  0.356
C  4.453  -3.374  -0.532
C  4.511  -2.430  -1.554
C  3.570  -1.426  -1.726
C  2.489  -1.358  -0.801
O  1.488  -0.507  -0.808
C  3.687  -0.471  -2.902
C  3.602  0.978  -2.399
C  4.994  -0.643  -3.681
C  2.536  -0.764  -3.875
C  5.470  -4.465  -0.351
C  6.555  -4.468  -1.419
C  6.141  -4.264  1.032
C  4.755  -5.833  -0.355
C  -1.018  -2.058  1.807
C  -1.030  -0.921  2.800
C  -0.954  -1.119  4.155
C  -1.174  -0.061  5.055
C  -1.555  1.167  4.528
C  -1.626  1.434  3.165
C  -1.276  0.387  2.291
O  -1.006  0.490  1.015
C  -2.082  2.797  2.688
C  -3.471  3.072  3.300
C  -2.217  2.884  1.167
C  -1.090  3.868  3.158
C  -1.045  -0.311  6.534
C  -1.311  0.941  7.366
C  -2.058  -1.403  6.942
C  0.381  -0.817  6.827
H  -1.559  -0.457  -3.583
H  -0.033  0.217  -3.001
H  -1.556  0.993  -2.575
H  -3.186  -1.181  -2.016
H  -2.951  0.155  -0.886
H  -2.776  -1.519  -0.338
H  0.283  -2.071  -2.293
H  -1.348  -2.730  -2.345
H  0.401  -3.610  -0.563
H  -1.297  -3.449  -0.121
H  1.254  -3.266  1.744
H  1.527  -1.533  2.026
H  3.296  -4.008  1.160
H  5.324  -2.496  -2.255
H  4.430  1.190  -1.728
H  2.667  1.181  -1.871
H  3.668  1.658  -3.243
H  5.866  -0.509  -3.047
H  5.037  0.104  -4.469
H  5.042  -1.617  -4.163
H  1.576  -0.577  -3.403
H  2.566  -1.798  -4.209
H  2.625  -0.121  -4.746
H  7.122  -3.539  -1.416
H  6.131  -4.622  -2.410
H  7.249  -5.281  -1.226
H  6.652  -3.304  1.052
H  6.873  -5.052  1.188
H  5.423  -4.299  1.846
H  4.246  -5.973  -1.306
H  4.030  -5.931  0.448
H  5.493  -6.621  -0.237
H  -0.870  -3.002  2.342
H  -2.020  -2.084  1.368
H  -0.755  -2.108  4.533
H  -1.805  1.963  5.208
H  -4.179  2.304  2.997
H  -3.833  4.035  2.951
H  -3.439  3.101  4.384
H  -2.901  2.124  0.793
H  -1.245  2.788  0.668
H  -2.625  3.857  0.904
H  -0.994  3.888  4.239
H  -1.433  4.846  2.832
H  -0.106  3.688  2.723
H  -2.345  1.262  7.261
H  -0.650  1.758  7.082
H  -1.143  0.727  8.418
H  -3.068  -1.081  6.699
H  -1.995  -1.563  8.015
H  -1.864  -2.351  6.449
H  1.112  -0.079  6.505
H  0.596  -1.759  6.330
H  0.493  -0.970  7.896
C  2.664  2.099  5.456
O  1.840  2.068  4.281
C  2.387  1.829  3.150
S  3.941  1.436  2.680
S  1.683  1.869  1.606
H  1.988  2.145  6.306
H  3.299  2.984  5.448
H  3.290  1.208  5.515

=====

Entry from the Open Molecules 2025 dataset: 2 unconnected molecules or ions with the total composition C4H12NO (ωB97M-V with the def2-TZVPD basis set).

Summary:
Energy relative to the best compared isomer or geometry (same formula, charge and spin), eV: 1.459
Charge: +1
Highest occupied orbital energy, eV: -15.154

Element x y z (Å)
C  -1.020  0.129  0.813
O  -1.208  0.586  -0.566
C  0.007  -0.993  0.814
C  -0.029  -1.737  2.145
H  -0.692  0.966  1.425
H  -1.974  -0.255  1.171
H  -1.923  1.236  -0.547
H  -0.249  -1.663  -0.007
H  1.002  -0.559  0.669
H  -1.032  -2.124  2.336
H  0.643  -2.591  2.151
H  0.225  -1.066  2.966
C  0.993  1.583  -2.813
N  1.121  1.219  -1.601
H  1.879  1.819  -3.391
H  -0.001  1.507  -3.237
H  0.216  0.958  -1.083
H  2.042  0.985  -1.244

=====

Entry from the Open Molecules 2025 dataset: a single C4H4O4 molecule in a non-equilibrium geometry (ωB97M-V with the def2-TZVPD basis set).

Summary:
Energy relative to the best compared isomer or geometry (same formula, charge and spin), eV: 5.271
SMILES: COc1coc(=O)o1
Charge: 0
Highest occupied orbital energy, eV: -9.357

Element x y z (Å)
C  -2.037  -0.034  0.085
O  -1.012  -1.122  -0.170
C  0.162  -0.440  -0.179
C  0.516  0.793  -0.141
O  1.868  0.792  -0.255
C  2.320  -0.335  -0.219
O  3.483  -0.672  0.217
O  1.156  -1.222  -0.199
H  -2.934  -0.512  -0.529
H  -2.077  -0.031  1.421
H  -1.525  1.085  -0.397
H  0.080  1.696  0.368

=====

Entry from the Open Molecules 2025 dataset: a molecular structure, C2HCoO2 in a non-equilibrium geometry (ωB97M-V with the def2-TZVPD basis set).

Summary:
<S²>: 6.008
Energy relative to the best compared isomer or geometry (same formula, charge and spin), eV: 0.120
Charge: +2
Highest occupied orbital energy (spin up / spin down), eV: -22.420 / -25.836
Multiplicity: 5

Element x y z (Å)
O  3.492  0.315  0.239
C  2.386  0.207  0.120
O  -1.539  0.786  0.047
C  -1.763  -0.413  -0.262
Co  0.205  -0.111  -0.156
H  -2.781  -0.784  0.012

=====

Entry from the Open Molecules 2025 dataset: a molecular structure, C16H30BCaClN8O4P in a non-equilibrium geometry (ωB97M-V with the def2-TZVPD basis set).

Summary:
Energy relative to the best compared isomer or geometry (same formula, charge and spin), eV: 0.635
Charge: +1
Highest occupied orbital energy, eV: -10.898

Element x y z (Å)
Ca  7.379  8.593  10.377
C  11.807  9.553  11.338
C  10.644  8.741  11.061
N  9.543  9.500  10.872
N  9.927  10.837  11.031
C  11.245  10.881  11.359
B  8.745  11.824  10.771
N  8.354  11.656  9.330
C  8.600  12.442  8.238
C  7.883  11.924  7.124
C  7.176  10.808  7.650
N  7.561  10.597  8.963
N  7.659  11.687  11.775
C  7.224  12.530  12.714
C  6.065  12.009  13.324
C  5.913  10.733  12.728
N  6.848  10.510  11.806
H  12.780  9.263  11.649
H  10.613  7.649  11.001
H  11.701  11.854  11.657
H  9.233  12.928  10.746
H  9.244  13.279  8.355
H  7.979  12.197  6.056
H  6.465  10.155  7.138
H  7.695  13.505  12.854
H  5.381  12.444  14.066
H  5.170  9.975  12.970
O  6.551  4.896  7.993
Cl  6.955  6.307  8.023
O  7.099  6.851  6.682
O  8.292  6.717  8.809
O  5.924  7.038  8.741
C  8.137  5.115  12.407
P  6.727  6.313  12.087
C  5.197  5.352  11.755
C  6.268  7.049  13.714
H  7.790  4.315  13.085
H  8.998  5.644  12.835
H  8.498  4.639  11.496
H  4.822  5.460  10.742
H  4.335  5.767  12.398
H  5.361  4.323  12.056
H  6.367  6.401  14.565
H  5.211  7.337  13.644
H  6.811  7.999  13.930
N  12.436  6.734  4.849
C  11.067  6.398  4.393
C  10.010  7.290  5.112
N  10.214  7.246  6.525
C  11.526  7.419  7.053
C  12.542  6.566  6.344
H  12.630  7.735  4.557
H  13.097  6.111  4.402
H  10.847  5.389  4.776
H  11.028  6.424  3.293
H  9.025  6.855  4.861
H  9.985  8.308  4.721
H  9.450  7.643  7.076
H  11.505  7.216  8.144
H  11.881  8.490  7.049
H  12.329  5.487  6.505
H  13.577  6.801  6.640

=====

Entry from the Open Molecules 2025 dataset: a molecular structure, FeH28O22S2 in a non-equilibrium geometry (ωB97M-V with the def2-TZVPD basis set).

Summary:
<S²>: 8.762
Energy relative to the best compared isomer or geometry (same formula, charge and spin), eV: 0.460
Charge: -1
Highest occupied orbital energy (spin up / spin down), eV: -6.575 / -6.568
Multiplicity: 6

Element x y z (Å)
Fe  -0.076  2.710  -0.063
S  0.164  -0.564  -0.384
O  -0.996  -1.319  -0.061
O  0.049  0.882  -0.151
O  1.291  -1.160  0.301
O  0.400  -0.593  -1.804
S  -0.595  2.722  3.112
O  -1.221  3.826  3.667
O  0.711  2.442  3.614
O  -1.399  1.551  3.371
O  -0.552  2.896  1.662
O  -0.554  -3.719  0.822
H  -0.765  -2.746  0.783
H  -1.081  -4.330  0.196
O  -3.601  0.466  -0.901
H  -3.692  -0.443  -1.217
H  -3.351  0.423  0.021
O  -3.202  -2.066  1.069
H  -3.399  -1.400  1.682
H  -2.379  -1.795  0.633
O  1.921  3.017  0.496
H  2.343  3.869  0.553
H  2.646  2.324  0.491
O  -2.775  -2.055  -1.672
H  -2.513  -1.905  -2.565
H  -2.003  -1.814  -1.087
O  -0.686  0.314  -4.064
H  -1.326  0.998  -3.863
H  -0.149  0.083  -3.276
O  -1.757  2.566  -1.127
H  -2.321  1.785  -1.196
H  -2.284  3.371  -1.372
O  2.706  1.331  2.527
H  2.582  0.400  2.377
H  1.917  1.801  2.944
O  0.935  2.857  -1.906
H  1.829  3.240  -1.864
H  0.757  3.051  -2.826
O  0.610  -3.130  -2.527
H  0.415  -2.221  -2.445
H  -0.152  -3.634  -2.810
O  2.639  0.087  -2.686
H  3.124  -0.687  -2.559
H  1.740  -0.164  -2.305
O  1.559  -2.937  1.984
H  1.981  -2.451  2.699
H  1.617  -2.201  1.367
O  3.811  -1.034  0.488
H  2.848  -1.239  0.425
H  4.191  -1.802  0.944
O  -0.878  -0.776  2.638
H  -0.022  -0.984  2.988
H  -1.066  0.168  2.887

=====

Entry from the Open Molecules 2025 dataset: a molecular structure, C46H29F4N5O4P2S3Zr in a non-equilibrium geometry (ωB97M-V with the def2-TZVPD basis set).

Summary:
Energy relative to the best compared isomer or geometry (same formula, charge and spin), eV: 0.000
Charge: 0
Highest occupied orbital energy, eV: -7.663

Element x y z (Å)
Zr  -0.813  0.098  0.444
S  0.537  2.072  -0.811
P  2.089  1.045  0.036
C  1.463  -0.191  0.989
P  1.582  -1.782  0.450
S  0.161  -1.997  -0.998
C  3.210  -2.365  -0.110
C  3.403  -2.919  -1.366
C  4.657  -3.394  -1.729
C  5.715  -3.318  -0.836
C  5.523  -2.763  0.424
C  4.275  -2.291  0.787
C  1.218  -2.955  1.779
C  1.347  -2.552  3.102
C  1.104  -3.453  4.129
C  0.740  -4.758  3.833
C  0.614  -5.164  2.510
C  0.850  -4.264  1.483
C  3.211  0.576  -1.325
C  2.688  0.265  -2.578
C  3.524  -0.140  -3.606
C  4.892  -0.240  -3.389
C  5.419  0.065  -2.142
C  4.584  0.476  -1.115
C  3.083  2.223  0.988
C  3.274  3.533  0.560
C  4.089  4.386  1.285
C  4.718  3.934  2.439
C  4.523  2.632  2.873
C  3.700  1.778  2.151
H  2.577  -2.966  -2.065
H  4.805  -3.820  -2.713
H  6.691  -3.690  -1.120
H  6.347  -2.704  1.123
H  4.123  -1.866  1.774
H  1.594  -1.519  3.321
H  1.179  -3.126  5.158
H  0.546  -5.460  4.634
H  0.323  -6.180  2.277
H  0.732  -4.576  0.451
H  1.620  0.338  -2.739
H  3.108  -0.378  -4.576
H  5.546  -0.557  -4.191
H  6.484  -0.016  -1.967
H  5.008  0.718  -0.148
H  2.778  3.885  -0.336
H  4.232  5.406  0.953
H  5.353  4.604  3.006
H  5.000  2.282  3.780
H  3.507  0.769  2.496
C  -7.337  1.315  4.171
C  -5.920  0.890  3.916
C  -5.481  0.638  2.616
C  -4.183  0.232  2.367
C  -3.302  0.064  3.430
C  -3.720  0.300  4.729
C  -5.021  0.717  4.962
S  -1.610  -0.383  3.164
O  -1.089  -0.777  4.435
O  -0.934  0.804  2.537
N  -1.458  -1.380  1.958
C  -2.425  -2.374  1.548
C  -2.944  -2.021  0.144
O  -3.696  -2.736  -0.464
O  -2.518  -0.841  -0.295
H  -7.648  2.087  3.467
H  -7.458  1.705  5.181
H  -8.018  0.470  4.054
H  -6.168  0.759  1.786
H  -3.865  0.050  1.349
H  -3.029  0.157  5.549
H  -5.341  0.909  5.979
H  -3.283  -2.439  2.223
H  -1.965  -3.363  1.505
F  -1.773  0.819  -2.499
C  -2.333  1.530  -3.464
C  -1.989  1.279  -4.734
F  -1.079  0.353  -4.979
C  -2.590  1.961  -5.863
C  -3.635  2.902  -5.505
C  -3.978  3.154  -4.234
F  -4.925  4.045  -3.987
C  -3.325  2.525  -3.105
C  -3.624  2.865  -1.818
C  -2.905  2.351  -0.698
N  -2.305  1.979  0.206
C  -4.643  3.786  -1.416
N  -5.454  4.482  -0.996
F  -4.257  3.548  -6.476
C  -2.207  1.735  -7.148
C  -1.159  0.836  -7.526
N  -0.322  0.153  -7.915
C  -2.797  2.381  -8.283
N  -3.214  2.851  -9.243

=====

Entry from the Open Molecules 2025 dataset: a molecular structure, C33H26N4OsS (ωB97M-V with the def2-TZVPD basis set).

Summary:
<S²>: 6.117
Energy relative to the best compared isomer or geometry (same formula, charge and spin), eV: 0.000
Charge: +2
Highest occupied orbital energy (spin up / spin down), eV: -14.034 / -14.113
Multiplicity: 5

Element x y z (Å)
Os  0.126  -1.226  1.296
C  -0.656  5.766  1.464
C  -1.316  4.618  0.689
C  -0.348  4.141  -0.393
C  -2.598  5.120  0.009
C  -1.679  3.497  1.663
C  -2.570  3.766  2.720
C  -2.935  2.816  3.646
C  -2.402  1.535  3.506
S  -2.633  0.141  4.518
C  -1.595  -0.760  3.538
N  -1.120  -0.096  2.485
C  -1.542  1.240  2.464
C  -1.159  2.221  1.548
C  -1.166  -2.140  3.712
C  -1.617  -2.974  4.718
C  -1.145  -4.280  4.775
C  -0.242  -4.743  3.826
C  0.206  -3.908  2.813
C  -0.227  -2.578  2.746
H  -0.408  6.577  0.778
H  0.266  5.437  1.947
H  -1.315  6.175  2.229
H  -0.121  4.970  -1.063
H  -0.780  3.341  -1.002
H  0.599  3.795  0.028
H  -2.353  5.919  -0.692
H  -3.312  5.522  0.727
H  -3.090  4.320  -0.548
H  -2.976  4.763  2.820
H  -3.607  3.060  4.457
H  -0.442  1.985  0.773
H  -2.335  -2.625  5.452
H  -1.490  -4.943  5.557
H  0.108  -5.766  3.875
H  0.891  -4.303  2.073
N  3.689  -2.618  -8.345
C  3.297  -2.451  -7.279
C  2.803  -2.240  -5.943
C  2.509  -0.948  -5.513
C  2.028  -0.745  -4.232
C  1.856  -1.828  -3.371
C  2.160  -3.119  -3.805
C  2.625  -3.328  -5.091
C  1.350  -1.609  -1.994
C  2.153  -2.032  -0.926
C  3.508  -2.516  -1.024
C  3.928  -2.809  0.231
C  2.834  -2.515  1.099
N  1.778  -2.049  0.428
C  0.097  -1.007  -1.839
C  -0.842  -0.718  -2.900
C  -1.929  -0.151  -2.329
C  -1.658  -0.094  -0.920
N  -0.458  -0.585  -0.620
H  2.662  -0.113  -6.182
H  1.812  0.261  -3.893
H  2.008  -3.965  -3.145
H  2.848  -4.326  -5.440
H  4.068  -2.596  -1.941
H  4.893  -3.180  0.538
H  2.790  -2.623  2.174
H  -0.687  -0.951  -3.940
H  -2.834  0.184  -2.808
H  -2.303  0.292  -0.144

=====

no.,molecular weight (g mol⁻¹)
1,163.25
2,681.99
3,90.15
4,116.07
5,115.96
6,515.79
7,500.18
8,1041.13
9,700.90